Entry P
Molecular formula: C2H3FO
Method: DFT, ωB97M-V/def2-TZVPD

Bonds (Å) are listed after each position.
Atoms and positions in Å:
1 F 1.82690 -0.13002 -0.60792  O2 1.377
2 O 1.70192 -0.25832 0.75781  F1 1.377
3 C -0.52883 0.00451 0.70989  C4 1.280, H7 1.146
4 C -0.73297 0.07437 -0.55221  C3 1.280, H5 1.091, H6 1.123
5 H -1.69897 0.43998 -0.90336  C4 1.091
6 H 0.16226 0.03476 -1.22948  C4 1.123
7 H -0.73031 -0.16528 1.82526  C3 1.146

The HOMO energy (spin up / spin down) comes out at -9.8 / -9.8 eV. The charge is 0. As for the frontier orbital gap (spin up / spin down): 9.12 / 9.12 eV. Its spin multiplicity is 1. The value obtained for the LUMO energy (spin up / spin down) is -0.6 / -0.6 eV.

Löwdin population analysis, charges in e, atoms 1 to 6: F -0.240; O -0.154; C 0.135; C -0.034; H 0.086; H 0.090

=====

Entry Q
Molecular formula: C2H3FO
Method: DFT, ωB97M-V/def2-TZVPD

Bonds (Å) are listed after each position.
Atoms and positions in Å:
1 F -1.68403 -0.34158 -0.76187  C3 1.341
2 O 1.62596 0.12903 1.57406  C4 1.173
3 C -0.65047 0.51256 -0.77179  F1 1.341, H5 1.076, H7 1.076
4 C 0.91579 -0.56667 0.95236  O2 1.173, H6 1.088
5 H -0.87000 1.46856 -0.33063  C3 1.076
6 H 0.71038 -1.63443 0.99704  C4 1.088
7 H -0.04764 0.43252 -1.65917  C3 1.076

The HOMO energy (spin up / spin down) comes out at -8.1 / -8.3 eV. The charge is 0. As for the frontier orbital gap (spin up / spin down): 8.81 / 8.90 eV. Its spin multiplicity is 1. The value obtained for the LUMO energy (spin up / spin down) is 0.7 / 0.6 eV.

Löwdin population analysis, charges in e, atoms 1 to 6: F -0.075; O 0.037; C -0.060; C -0.067; H 0.053; H 0.066

=====

Question: of the structures shown, which is the most stable? Reply: entry Q.